Computed, not measured: an isolated molecule of C2H6N2O3S in a non-equilibrium geometry, with ωB97M-V/def2-TZVPD.

```
14
Properties=species:S:1:pos:R:3:forces:R:3:nbo_charge:R:1
C -1.1074 -1.0515 1.2120 -2.874 -0.172 -2.273 -0.638
C -0.7537 -0.1579 0.0629 -1.705 0.332 -1.691 0.164
N 0.2971 0.9217 -2.1541 0.400 0.575 -1.708 -0.620
N -0.1176 -0.8643 -0.9961 -0.722 -2.042 1.075 -0.449
O 1.5065 2.6965 -1.0348 0.247 -0.140 0.874 -0.828
O 2.3336 0.3639 -0.6985 1.070 -0.201 -0.140 -0.903
O 0.2131 0.8218 0.4952 0.461 0.094 1.888 -0.695
S 1.3470 1.2844 -1.1446 -0.125 2.080 -1.131 2.264
H -2.1428 -1.4515 0.9567 1.362 0.253 0.664 0.240
H -1.1549 -0.4315 2.0357 -0.256 0.912 2.149 0.224
H -0.4398 -1.8394 1.2895 1.353 -1.562 0.462 0.218
H -1.7393 0.3733 -0.2761 2.188 -0.504 0.365 0.207
H 0.8840 -0.9055 -0.7035 -0.959 -0.734 -0.471 0.314
H 0.8742 0.2401 0.9556 -0.439 1.111 -0.063 0.503
```
Positions in Å, forces in eV/Å.

Total charge: 0
HOMO energy (spin up / spin down) (eV): -9.01 / -10.46
DFT total energy (eV): -22121.99310
LUMO energy (spin up / spin down) (eV): 0.400 / -2.709
Gap between HOMO and LUMO (spin up / spin down) (eV): 9.4 / 7.7
Multiplicity: 3
ΔE to the lowest compared entry with this formula, charge and spin (kcal per mole): 0.0



Computed, not measured: C36H30BrN6O3S2Zn as an isolated structure, with ωB97M-V/def2-TZVPD.

```
79
Properties=species:S:1:pos:R:3:forces:R:3:mulliken_charge:R:1
Zn -0.0938 -0.8853 -1.6881 -0.344 -0.280 0.030 1.026
C -0.6918 1.9551 6.0053 0.023 0.024 0.001 -1.029
O -0.3360 1.2611 4.8261 -0.101 0.096 0.053 -0.298
C 0.1622 -0.0014 4.9701 0.061 0.003 0.046 0.488
C 0.5272 -0.5691 6.1767 0.007 -0.023 0.059 -0.466
C 1.0183 -1.8738 6.2130 -0.008 0.020 -0.061 -0.785
C 1.1156 -2.6027 5.0425 0.003 0.017 0.033 -0.868
C 0.7372 -2.0346 3.8297 -0.020 -0.108 -0.006 0.239
C 0.2837 -0.7245 3.7715 0.037 -0.083 -0.055 -0.304
N -0.1274 -0.0977 2.6010 -0.011 0.066 0.063 0.256
C 0.2884 -0.3278 1.2933 0.018 0.042 0.026 -0.177
N 1.5749 -0.7399 1.1955 0.054 -0.100 -0.223 0.239
C 2.3702 -1.1943 0.0910 0.036 0.169 -0.031 1.832
C 1.8328 -1.3025 -1.1965 -0.091 -0.021 0.032 -1.492
C 2.6790 -1.7670 -2.2055 0.135 -0.025 0.004 0.173
C 4.0072 -2.0957 -1.9743 -0.095 0.030 -0.062 -0.980
C 4.5245 -1.9471 -0.7013 0.005 -0.062 -0.047 -0.316
C 3.7273 -1.4924 0.3374 0.021 -0.256 0.025 0.304
O 4.4605 -1.3237 1.5109 -0.132 0.472 0.107 -0.553
C 3.9768 -1.6224 2.7989 -0.055 -0.230 -0.125 -0.824
N -0.5050 -0.0917 0.3036 -0.100 -0.013 -0.212 0.172
C -1.8153 0.3875 0.5604 0.037 -0.040 0.051 -0.477
C -2.9238 -0.4131 0.3329 -0.006 -0.078 0.004 -0.182
C -4.2090 0.0914 0.4887 0.010 0.024 -0.005 -0.953
C -4.3941 1.4133 0.8548 0.026 -0.042 -0.045 -0.785
C -3.2948 2.2338 1.0864 -0.057 0.001 0.042 -0.632
C -2.0149 1.7177 0.9499 -0.028 0.065 -0.133 0.940
O -0.8726 2.4480 1.1685 0.084 0.092 0.187 0.080
C -1.0140 3.6910 1.8259 0.000 -0.021 -0.071 -1.197
H -1.1812 2.8713 5.6863 0.002 0.005 -0.022 0.217
H 0.1881 2.2098 6.6019 0.021 -0.013 -0.009 0.356
H -1.3827 1.3696 6.6167 -0.012 -0.016 -0.013 0.432
H 0.4385 -0.0024 7.0937 0.008 -0.030 -0.024 0.392
H 1.3084 -2.3099 7.1603 -0.012 0.008 -0.020 0.388
H 1.4696 -3.6260 5.0631 -0.010 0.031 -0.010 0.422
H 0.7723 -2.6221 2.9200 0.018 0.041 0.014 0.646
H -0.7675 0.6698 2.7141 -0.030 0.006 0.016 0.225
H 2.0371 -0.7392 2.0796 0.132 0.020 0.166 -0.352
H 2.2897 -1.8722 -3.2133 -0.009 -0.024 0.053 0.367
H 4.6363 -2.4664 -2.7766 -0.011 0.033 0.020 0.374
H 5.5587 -2.1776 -0.4748 -0.037 0.017 0.006 0.401
H 4.8537 -1.7494 3.4307 0.043 -0.012 0.021 0.398
H 3.4018 -2.5526 2.8226 -0.075 0.031 -0.053 0.320
H 3.3833 -0.8127 3.2374 0.006 0.010 0.036 0.350
H -2.7602 -1.4333 0.0031 0.018 0.056 -0.038 0.307
H -5.0603 -0.5475 0.2909 0.022 0.019 0.005 0.419
H -5.3919 1.8257 0.9407 0.016 -0.020 0.028 0.384
H -3.4461 3.2698 1.3582 0.009 -0.023 -0.013 0.440
H -0.0184 3.9841 2.1513 0.029 0.000 -0.039 0.247
H -1.6670 3.6102 2.6990 0.011 -0.030 0.025 0.432
H -1.4150 4.4570 1.1558 -0.028 -0.007 -0.015 0.335
S -1.9198 0.0121 -2.9631 0.285 -0.053 0.115 -0.375
C -2.3467 -1.4170 -3.8650 -0.063 0.009 -0.048 0.223
C -3.0504 -1.2593 -5.0629 -0.005 0.082 0.012 -1.004
C -3.4264 -2.3324 -5.8583 -0.053 -0.040 -0.052 0.488
C -4.1660 -2.1016 -7.0686 0.054 -0.052 0.077 -0.095
N -4.7671 -1.9127 -8.0322 0.030 0.026 0.028 -0.596
C -3.0783 -3.6320 -5.4542 -0.017 -0.024 -0.095 0.594
C -2.3853 -3.8038 -4.2652 0.020 0.001 0.086 -0.938
C -2.0164 -2.7322 -3.4408 -0.067 -0.116 0.000 0.295
S -1.1748 -3.0719 -1.9528 0.102 0.146 -0.061 -0.649
C -3.4142 -4.7729 -6.2622 -0.009 0.105 0.056 -0.061
N -3.6810 -5.6861 -6.9104 0.020 0.007 0.044 -0.597
H -3.3112 -0.2571 -5.3796 0.020 -0.022 0.006 0.471
H -2.1152 -4.8042 -3.9528 -0.009 0.008 -0.014 0.472
C 1.8024 4.6365 -1.1282 -0.034 -0.105 -0.051 -1.131
C 1.6422 3.5601 -2.1705 0.036 0.094 0.031 0.433
C 1.9939 3.7519 -3.5007 0.012 0.015 -0.068 -0.481
C 1.8315 2.7283 -4.4198 -0.010 0.057 0.001 -0.656
C 1.3091 1.5293 -3.9586 0.014 0.099 0.132 -0.052
Br 1.0766 0.0999 -5.1818 -0.017 -0.010 0.019 -0.106
N 0.9694 1.3221 -2.7069 0.125 0.104 -0.044 0.063
C 1.1345 2.3144 -1.8339 -0.092 -0.186 0.068 -0.193
H 2.2251 5.5409 -1.5647 -0.002 0.013 0.012 0.370
H 2.4622 4.3047 -0.3245 0.001 0.010 -0.005 0.298
H 0.8405 4.8905 -0.6786 0.009 0.005 -0.011 0.167
H 2.3978 4.7073 -3.8201 -0.011 -0.037 -0.010 0.341
H 2.0934 2.8460 -5.4611 0.012 0.014 0.011 0.415
H 0.8333 2.0907 -0.8112 0.028 0.015 -0.065 0.372
```
Positions in Å, forces in eV/Å.

Total charge: -1
HOMO energy (eV): -4.02
DFT total energy (eV): -193035.75973
LUMO energy (eV): 1.767
Gap between HOMO and LUMO (eV): 5.8
Multiplicity: 1
ΔE to the lowest compared entry with this formula, charge and spin (kcal per mole): 0.0



Computed, not measured: an isolated molecule of C6H7N in a non-equilibrium geometry, with ωB97M-V/def2-TZVPD.

```
14
Properties=species:S:1:pos:R:3:forces:R:3:nbo_charge:R:1
C -0.6949 0.6769 0.6949 -1.052 0.294 0.644 -0.174
C -1.7070 -0.0530 -0.1755 1.950 0.867 1.449 -0.271
C -3.0112 0.0063 0.0136 0.958 -1.005 -1.387 0.423
C -0.3172 -0.8298 -0.7397 -3.189 -0.527 -0.451 -0.370
C 0.3925 0.0329 0.2794 0.969 -0.177 -0.076 -0.025
C 1.9072 0.2415 0.3030 -2.441 -0.507 -2.193 -0.642
N -4.2005 -0.1053 0.2322 -0.080 -0.727 0.677 -0.645
H -0.8673 1.4169 1.5054 0.195 -0.411 -0.826 0.209
H -0.5159 -1.9629 -0.6118 1.013 1.811 -0.196 0.230
H -0.1343 -0.5098 -1.7980 -0.105 -0.657 0.795 0.217
H 2.3030 -0.5395 -0.3082 0.546 -0.879 -0.134 0.214
H 2.4609 0.3138 1.1715 0.657 0.248 2.031 0.226
H 2.0448 1.0887 -0.3378 0.427 0.958 -0.045 0.223
H -4.9651 0.2411 -0.3186 0.152 0.713 -0.289 0.387
```
Positions in Å, forces in eV/Å.

Total charge: 0
SMILES string: CC1=CC(=C=N)C1
HOMO energy (eV): -7.71
DFT total energy (eV): -7821.60542
LUMO energy (eV): 0.983
Gap between HOMO and LUMO (eV): 8.7
Multiplicity: 1
ΔE to the lowest compared entry with this formula, charge and spin (kcal per mole): 93.2



Computed, not measured: C20H21As2BaBrF6N3O as an isolated structure in a non-equilibrium geometry, with ωB97M-V/def2-TZVPD.

```
55
Properties=species:S:1:pos:R:3:forces:R:3:nbo_charge:R:1
Ba 0.1982 -0.7535 0.5372 -1.541 2.333 -0.801 1.876
C -3.9162 0.5093 2.9795 -0.123 0.009 0.049 -0.242
C -2.6445 0.4397 2.4062 -0.089 0.138 0.229 0.059
N -2.4271 0.0775 1.1657 0.135 -0.174 -0.403 -0.527
C -3.4796 -0.2656 0.3896 -0.352 0.248 0.699 0.228
C -4.8025 -0.2289 0.8757 0.188 -0.057 -0.103 -0.082
C -4.9991 0.1737 2.2053 0.096 0.047 0.085 -0.113
C -5.8941 -0.6137 0.0202 -0.255 0.595 1.786 -0.160
C -5.6796 -1.0115 -1.2128 0.439 -0.589 -1.791 -0.176
C -4.3437 -1.0652 -1.7546 -0.060 0.138 0.327 -0.070
C -4.0884 -1.4856 -3.0633 0.170 -0.073 -0.275 -0.102
C -2.7980 -1.5033 -3.5311 -0.104 -0.046 -0.115 -0.248
C -1.7756 -1.0904 -2.6730 -0.022 -0.145 -0.470 0.061
N -1.9760 -0.6912 -1.4475 -0.125 0.167 0.979 -0.497
C -3.2470 -0.6801 -0.9616 0.200 -0.204 -0.837 0.137
H -4.0272 0.8165 4.0097 -0.034 -0.008 -0.004 0.240
H -1.7647 0.6983 2.9908 -0.054 -0.019 0.055 0.185
H -6.0038 0.2111 2.6064 -0.008 -0.003 0.019 0.237
H -6.9055 -0.5776 0.4031 0.031 0.044 0.154 0.233
H -6.5168 -1.3044 -1.8327 0.091 -0.039 -0.151 0.234
H -4.9144 -1.7934 -3.6915 0.007 -0.009 -0.032 0.236
H -2.5606 -1.8250 -4.5351 -0.050 -0.002 -0.010 0.237
H -0.7440 -1.0886 -3.0164 -0.020 -0.024 -0.075 0.172
F -0.2576 -3.0176 -0.2457 0.313 -1.129 0.278 -0.681
As 0.1832 -3.7664 1.3623 -0.851 -1.026 0.517 2.817
F 1.5545 -2.5887 1.4075 0.213 -0.980 0.078 -0.677
F -0.7802 -2.4149 2.1027 0.359 -1.005 -0.116 -0.663
F 0.6000 -4.3209 2.9091 0.093 0.109 -0.226 -0.575
F -1.2293 -4.7062 1.2554 0.275 0.136 -0.028 -0.576
F 1.1728 -4.8776 0.5202 -0.046 0.299 0.088 -0.593
Br 6.0240 -1.5880 -4.0342 -0.975 0.126 0.688 0.609
C 4.5153 -1.3600 -2.9741 0.698 -0.036 -0.468 -0.047
C 4.2551 -0.1112 -2.3620 0.090 0.115 0.018 -0.191
C 3.1197 -0.0077 -1.5894 0.146 0.166 -0.150 0.036
N 2.2531 -1.0189 -1.4068 0.645 -0.288 -0.526 -0.347
C 2.5135 -2.2040 -1.9794 -0.195 -0.163 0.126 0.036
C 3.6214 -2.4369 -2.7718 0.039 -0.153 -0.068 -0.146
H 4.9205 0.7316 -2.4908 0.013 -0.044 -0.032 0.271
H 2.8794 0.9298 -1.1018 -0.039 -0.027 0.026 0.238
H 1.8075 -3.0057 -1.7867 -0.018 0.047 0.024 0.266
H 3.7919 -3.4105 -3.2125 0.027 0.036 -0.009 0.276
C 0.0547 3.8206 2.5275 0.244 0.005 -0.116 -0.985
As 1.5196 2.7753 1.8224 0.307 1.189 0.817 1.973
C 2.4399 3.8415 0.4925 -0.096 -0.178 0.138 -0.991
C 2.7498 2.3791 3.2639 -0.093 0.189 -0.236 -0.983
O 0.9532 1.3707 1.1691 0.442 0.435 -0.151 -1.310
H 0.3802 4.8473 2.6921 0.025 -0.028 0.017 0.261
H -0.2783 3.3971 3.4728 0.016 -0.067 -0.023 0.259
H -0.7632 3.8149 1.8090 0.030 -0.056 -0.023 0.264
H 2.5704 4.8577 0.8611 0.020 -0.014 0.017 0.268
H 1.8502 3.8627 -0.4229 -0.073 0.002 0.062 0.257
H 3.4175 3.4078 0.2847 -0.003 -0.002 0.061 0.241
H 3.1256 3.3054 3.6971 -0.019 0.004 -0.008 0.262
H 3.5860 1.7993 2.8765 -0.029 0.005 -0.041 0.251
H 2.2382 1.8024 4.0320 -0.078 0.008 -0.049 0.263
```
Positions in Å, forces in eV/Å.

Total charge: +2
HOMO energy (spin up / spin down) (eV): -13.37 / -13.36
DFT total energy (eV): -236306.98794
LUMO energy (spin up / spin down) (eV): -7.238 / -11.786
Gap between HOMO and LUMO (spin up / spin down) (eV): 6.1 / 1.6
Multiplicity: 2
ΔE to the lowest compared entry with this formula, charge and spin (kcal per mole): 33.3